Entry 1:
{"formula": "C10H28FN5O13Si2", "method": "wB97M-V/def2-TZVPD", "symbols": ["C", "C", "O", "O", "C", "Si", "O", "Si", "C", "C", "F", "H", "H", "H", "H", "H", "H", "H", "H", "H", "H", "H", "H", "H", "C", "N", "O", "O", "H", "H", "H", "C", "N", "O", "O", "H", "H", "H", "C", "N", "O", "O", "H", "H", "H", "C", "N", "O", "O", "H", "H", "H", "C", "N", "O", "O", "H", "H", "H"], "xyz": [[0.24185, 5.19043, -0.97771], [-0.73745, 4.18647, -1.75328], [-1.85523, 3.97589, -1.20830], [-0.40942, 3.59378, -3.00643], [0.19025, 2.26469, -2.81989], [-1.18124, 0.88555, -2.77468], [-0.59811, -0.63097, -2.17563], [-0.42689, -0.65024, -0.44952], [1.46608, -0.93141, -0.11013], [1.82452, -2.48947, -0.33272], [3.14603, -2.75626, 0.23538], [1.32651, 5.14154, -1.31508], [-0.19888, 6.23982, -1.10856], [0.16354, 4.91893, 0.13435], [0.77119, 2.31507, -1.82275], [0.89777, 2.03155, -3.69183], [-1.72516, 0.62442, -4.12520], [-2.25734, 1.38181, -1.89033], [-1.09855, -1.84435, 0.06036], [-0.83767, 0.58167, 0.22296], [1.65703, -0.61162, 0.97314], [1.99669, -0.24902, -0.87412], [1.93051, -2.66748, -1.46513], [1.03846, -3.19068, 0.10821], [4.56483, 1.02164, 1.27424], [4.08320, 2.25401, 0.59617], [4.82798, 3.21927, 0.58904], [2.97233, 2.20676, 0.09476], [5.56100, 1.20678, 1.67127], [3.86511, 0.79365, 2.07742], [4.58699, 0.22477, 0.53154], [-1.30771, -1.61690, 4.21074], [-0.29443, -1.80631, 3.14076], [-0.49936, -2.68914, 2.32419], [0.67258, -1.06039, 3.15849], [-2.10572, -2.34367, 4.07060], [-0.80985, -1.77075, 5.16488], [-1.69154, -0.60111, 4.12361], [-0.07867, 0.84219, 8.09507], [-0.34630, -0.33877, 7.23362], [0.60682, -0.84875, 6.66928], [-1.50609, -0.71241, 7.15491], [0.98738, 1.05952, 8.07058], [-0.65230, 1.67728, 7.69508], [-0.39824, 0.59064, 9.10547], [-4.32651, -2.85999, -2.20134], [-4.16873, -3.47097, -0.85534], [-3.34357, -2.97321, -0.10772], [-4.87879, -4.42829, -0.59823], [-3.63553, -2.02352, -2.29013], [-4.09937, -3.62803, -2.93942], [-5.35757, -2.51995, -2.28879], [0.78206, -0.65354, -6.50148], [-0.52841, -1.35342, -6.53570], [-0.66622, -2.24549, -7.35514], [-1.37152, -0.98089, -5.73730], [1.43058, -1.08607, -7.26084], [0.59704, 0.40028, -6.70635], [1.20405, -0.79536, -5.50704]], "atomic_forces_ev_per_a": [[-0.2, -0.5, -0.3], [-3.1, -0.2, 2.1], [4.2, 0.5, -2.5], [0.1, 0.5, 1.7], [0.8, -0.5, 0.7], [0.2, -0.8, 0.2], [-0.6, 2.2, 1.2], [1.9, -1.3, -1.2], [-0.2, -0.5, -0.2], [0.4, 1.4, -0.6], [-1.8, 0.2, -0.6], [-1.5, 0.1, 0.3], [0.7, -1.5, 0.1], [0.1, 0.4, -1.8], [-0.5, -0.4, -1.6], [-0.8, 0.8, 1.3], [0.2, 0.2, 0.2], [0.1, -0.1, 0.0], [-0.4, 0.1, 0.0], [-0.2, 0.3, -0.1], [0.0, -0.5, -1.6], [-0.4, -1.1, 1.4], [-0.2, 0.1, 1.8], [1.4, 0.9, -0.3], [0.3, -0.2, 0.2], [0.1, 0.2, 0.0], [-0.5, -0.3, -0.1], [0.4, 0.2, 0.1], [-0.2, 0.1, -0.1], [0.0, -0.1, -0.2], [-0.2, 0.0, 0.1], [-0.3, -0.2, 0.0], [-0.1, -0.2, -0.1], [0.4, 0.4, 0.4], [-0.3, -0.3, -0.1], [0.2, 0.1, -0.1], [0.0, 0.1, -0.2], [0.2, -0.1, 0.1], [0.2, 0.2, 0.1], [0.1, -0.1, 0.0], [-0.5, 0.1, 0.2], [0.5, 0.1, 0.0], [-0.2, -0.1, -0.1], [-0.1, -0.1, 0.1], [-0.1, 0.0, -0.2], [0.1, 0.3, -0.2], [0.1, -0.1, 0.3], [-0.5, -0.3, -0.2], [0.3, 0.4, 0.0], [0.0, -0.2, 0.1], [-0.1, 0.0, 0.1], [0.1, -0.2, 0.0], [0.3, 0.0, -0.1], [-0.3, -0.3, -0.1], [-0.1, 0.4, 0.4], [0.4, -0.4, -0.5], [-0.2, 0.0, 0.1], [0.0, -0.1, 0.1], [-0.1, 0.1, 0.0]], "lowdin_charge": [-0.001, -0.419, 0.035, -0.142, -0.262, 0.586, -0.465, 0.559, -0.284, -0.204, -0.141, 0.086, 0.096, 0.097, 0.096, 0.097, -0.027, -0.019, -0.031, -0.016, 0.057, 0.073, 0.119, 0.103, 0.046, -0.442, 0.066, 0.036, 0.095, 0.102, 0.100, 0.041, -0.418, 0.043, 0.044, 0.104, 0.058, 0.107, 0.048, -0.432, 0.068, 0.056, 0.097, 0.103, 0.103, 0.050, -0.442, 0.038, 0.061, 0.088, 0.104, 0.102, 0.043, -0.440, 0.069, 0.017, 0.095, 0.102, 0.099], "fmax_ha_per_bohr": 0.0953, "lumo_energy_ev": -0.28, "total_energy_ev": -63350.693, "relative_energy_ev": 0.000, "mol_weight_da": 501.5, "total_charge": 0}

Entry 2:
{"formula": "H2P2S4", "method": "wB97M-V/def2-TZVPD", "symbols": ["P", "P", "S", "S", "S", "S", "H", "H"], "xyz": [[3.64752, -1.40911, -0.09501], [3.59230, 1.69505, -0.07529], [-0.08182, 0.75805, 0.51941], [3.52511, 0.45304, 1.52543], [3.16389, 0.42773, -1.55291], [1.98111, -2.34986, 0.09880], [-0.92418, 1.11551, -0.51691], [0.50802, -0.27297, -0.26554]], "atomic_forces_ev_per_a": [[-1.0, 0.6, 0.3], [-0.2, -0.6, 0.7], [0.0, -0.9, -1.8], [0.4, 0.2, -0.8], [0.4, -0.2, -0.1], [0.6, -0.1, -0.1], [0.6, -0.2, 0.8], [-0.7, 1.2, 1.1]], "lowdin_charge": [-0.015, 0.075, 0.365, -0.002, 0.002, 0.018, -0.194, -0.250], "fmax_ha_per_bohr": 0.0389, "lumo_energy_ev": -1.84, "total_energy_ev": -61951.515, "relative_energy_ev": 1.025, "mol_weight_da": 192.2, "total_charge": 0}